Entry 1:
# C4H7FO

One molecule with the formula C4H7FO (ωB97M-V with the def2-TZVPD basis set, the Open Molecules 2025 dataset).

Calculated values
energy relative to the best compared isomer or geometry (same formula, charge and spin) = 77.3 kcal per mole
highest occupied orbital energy = -9.982 eV
SMILES = O[C@@H]1CC[C@H]1F
largest force on an atom = 8.4 eV/A

```
! wB97M-V def2-TZVPD RIJCOSX def2/J DEFGRID3
* xyz 0 1
O 1.83349 -1.08258 0.22990
C 0.63701 -0.53641 -0.17984
C 0.44232 1.04025 -0.11700
C -0.99818 0.85404 0.00131
C -0.69956 -0.77176 0.32561
F -1.64250 -1.53954 -0.18388
H 2.13620 -1.76940 -0.50555
H 0.60407 -1.01394 -1.24864
H 0.95099 1.57943 0.81168
H 0.83607 1.62666 -0.99001
H -1.55050 1.14328 1.01971
H -1.60787 1.15244 -0.78107
H -0.94154 -0.68247 1.61780
*
```

Entry 2:
# C4H7FO2

One molecule with the formula C4H7FO2 (ωB97M-V with the def2-TZVPD basis set, the Open Molecules 2025 dataset).

Calculated values
energy relative to the best compared isomer or geometry (same formula, charge and spin) = 49.5 kcal per mole
highest occupied orbital energy = -8.972 eV
SMILES = CO/C(=C\F)CO
largest force on an atom = 2.5 eV/A

```
! wB97M-V def2-TZVPD RIJCOSX def2/J DEFGRID3
* xyz 0 1
C -0.89406 1.78507 -0.17663
O 0.10326 1.03537 0.55127
C 0.25633 -0.28469 0.26128
C 1.43955 -0.76066 -0.08033
F 2.47039 0.04652 -0.25710
C -0.93910 -1.22784 0.32457
O -1.99033 -0.62436 -0.41757
H -0.57607 2.79839 -0.11192
H -0.87086 1.48382 -1.26086
H -1.83719 1.65593 0.25625
H 1.63166 -1.80549 -0.35195
H -0.61966 -2.23462 -0.02975
H -1.37807 -1.38852 1.32154
H -2.66292 -1.28748 -0.55233
*
```

Entry 3:
# C4H7FS

One molecule with the formula C4H7FS (ωB97M-V with the def2-TZVPD basis set, the Open Molecules 2025 dataset).

Calculated values
energy relative to the best compared isomer or geometry (same formula, charge and spin) = 20.9 kcal per mole
highest occupied orbital energy = -8.996 eV
SMILES = CC(C)(F)C=S
largest force on an atom = 1.9 eV/A

```
! wB97M-V def2-TZVPD RIJCOSX def2/J DEFGRID3
* xyz 0 1
C -0.07183 1.44270 -0.10028
C 0.07109 -0.08804 -0.30531
C 0.91214 -0.78877 0.70428
F 0.78808 -0.32817 -1.49082
C -1.21532 -0.77032 -0.48238
S -2.66518 -0.16567 -0.22261
H -0.41828 1.95811 -1.00260
H 0.89930 1.78603 0.15529
H -0.76809 1.60756 0.71328
H 0.70921 -0.63387 1.71887
H 0.96604 -1.85828 0.56644
H 1.92237 -0.41704 0.62345
H -1.12952 -1.74424 -0.87761
*
```

Entry 4:
# C4H7FeO3

C4H7FeO3 as an isolated structure (ωB97M-V with the def2-TZVPD basis set, the Open Molecules 2025 dataset).

Calculated values
energy relative to the best compared isomer or geometry (same formula, charge and spin) = 23.2 kcal per mole
highest occupied orbital energy (alpha / beta) = -18.987 / -18.415 eV
expectation value of S² = 8.7647
largest force on an atom = 4.8 eV/A

```
! wB97M-V def2-TZVPD RIJCOSX def2/J DEFGRID3
* xyz 2 6
C 1.32094 0.19582 1.35715
C 1.49327 -1.21449 1.86741
H 1.68147 0.93826 2.07949
H 1.83403 0.35475 0.40215
H 0.86115 -1.39250 2.74762
H 2.54298 -1.36441 2.15438
H 1.23707 -1.94378 1.08723
O -1.73433 1.14423 -0.04045
Fe -1.68292 1.22053 1.92110
O -0.07318 0.48918 1.12622
C -0.61450 0.59316 -0.17441
O 0.09320 -0.51070 -2.06011
C 0.98051 -1.26942 -2.55605
H 0.93312 -1.43798 -3.65172
H 1.99459 -1.24816 -2.10552
*
```

Entry 5:
# C4H7I

One molecule with the formula C4H7I (ωB97M-V with the def2-TZVPD basis set, the Open Molecules 2025 dataset).

Calculated values
energy relative to the best compared isomer or geometry (same formula, charge and spin) = 8.4 kcal per mole
highest occupied orbital energy = -9.154 eV
SMILES = CC1(I)CC1
largest force on an atom = 4.2 eV/A

```
! wB97M-V def2-TZVPD RIJCOSX def2/J DEFGRID3
* xyz 0 1
C 0.55895 -1.12666 -0.78017
C 0.32419 -0.01075 0.30933
I 1.38054 -0.55393 2.14782
C -0.09838 1.32676 0.05840
C -1.12485 0.34735 0.49823
H 0.08375 -2.06619 -0.40110
H 1.68571 -1.28104 -1.01217
H 0.30314 -0.58192 -1.71789
H -0.18738 1.49149 -1.04979
H 0.23933 2.15068 0.62272
H -1.39234 0.40087 1.53209
H -1.77265 -0.09666 -0.20747
*
```

Entry 6:
# C4H7IInN2O3S2Se2Te2

C4H7IInN2O3S2Se2Te2 as an isolated structure (ωB97M-V with the def2-TZVPD basis set, the Open Molecules 2025 dataset).

Calculated values
energy relative to the best compared isomer or geometry (same formula, charge and spin) = 9.0 kcal per mole
highest occupied orbital energy (alpha / beta) = -11.111 / -11.106 eV
largest force on an atom = 1.5 eV/A

```
! wB97M-V def2-TZVPD RIJCOSX def2/J DEFGRID3
* xyz 1 1
In -1.11507 -0.37655 0.35593
Se 0.08570 0.80412 3.56397
Te 2.33774 1.22426 4.24107
Te 3.94197 0.39588 2.25121
Se 2.51873 -0.63141 0.63962
C -3.90771 -3.06275 0.12130
O -3.01913 -2.88492 -0.99724
C -2.08795 -3.80622 -1.18530
S -1.71786 -5.07398 -0.26631
S -1.17877 -3.52462 -2.74160
H -4.58359 -2.21281 0.09739
H -3.34696 -3.08850 1.05634
H -4.45725 -3.99679 0.01477
O -0.89720 -1.07378 -2.12879
N -0.69087 -1.99141 -2.90221
N -3.09189 3.40335 1.37942
C -2.56524 2.68676 0.38326
O -2.78498 1.47844 0.25702
C -1.67241 3.41273 -0.58589
I 0.34731 2.78876 -0.20653
H -3.69967 2.93854 2.03514
H -2.92236 4.38565 1.50415
H -1.71091 4.49252 -0.48856
H -1.89122 3.10684 -1.60317
*
```

Entry 7:
# C4H7IN2O

One molecule with the formula C4H7IN2O (ωB97M-V with the def2-TZVPD basis set, the Open Molecules 2025 dataset).

Calculated values
energy relative to the best compared isomer or geometry (same formula, charge and spin) = 0.0 kcal per mole
highest occupied orbital energy = -9.430 eV
SMILES = N[C@H]1C[C@@H](I)NC1=O
largest force on an atom = 4.3 eV/A

```
! wB97M-V def2-TZVPD RIJCOSX def2/J DEFGRID3
* xyz 0 1
N 1.99769 -0.76204 0.20462
C 0.75629 -0.35299 -0.46536
C -0.51133 -1.09385 -0.02048
C -1.46513 0.11071 0.00869
I -3.42916 -0.16729 0.72447
N -0.62108 1.08228 0.72279
C 0.47695 1.13706 -0.14411
O 1.02658 2.08545 -0.53052
H 1.87694 -0.58077 1.19862
H 2.71391 -0.10429 -0.08920
H 0.88800 -0.50444 -1.52965
H -0.89363 -1.71701 -0.81395
H -0.37974 -1.58593 0.91949
H -1.42483 0.43907 -1.02267
H -1.01146 2.01404 0.83725
*
```

Entry 8:
# C4H7IO2S

One molecule with the formula C4H7IO2S (ωB97M-V with the def2-TZVPD basis set, the Open Molecules 2025 dataset).

Calculated values
energy relative to the best compared isomer or geometry (same formula, charge and spin) = 82.9 kcal per mole
highest occupied orbital energy (alpha / beta) = -8.892 / -8.890 eV
largest force on an atom = 5.3 eV/A

```
! wB97M-V def2-TZVPD RIJCOSX def2/J DEFGRID3
* xyz 0 1
C 0.77882 -1.40449 0.15778
C 0.12655 1.23883 -0.49522
C -0.52929 0.46207 0.59659
C -1.88639 -0.14504 0.34557
O 2.84894 0.33954 -0.09807
O 1.79429 -0.43804 -2.17670
S 1.66486 -0.07845 -0.78619
I 0.07596 1.05258 2.43482
H 1.43784 -1.52913 1.11851
H 0.34691 -2.25935 -0.31169
H -0.46960 1.50861 -1.35778
H 0.64125 2.05901 -0.04825
H -2.63350 0.64040 -0.09656
H -2.26569 -0.61726 1.29828
H -1.93095 -0.82929 -0.58110
*
```

Entry 9:
# C4H7IO2S2

A 2-piece molecular cluster, C4H7IO2S2 overall (ωB97M-V with the def2-TZVPD basis set, the Open Molecules 2025 dataset).

Calculated values
energy relative to the best compared isomer or geometry (same formula, charge and spin) = 0.0 kcal per mole
highest occupied orbital energy = -8.473 eV
largest force on an atom = 4.1 eV/A

```
! wB97M-V def2-TZVPD RIJCOSX def2/J DEFGRID3
* xyz 0 1
C 1.50996 1.58178 1.75907
C 1.56244 0.59892 0.86386
C 0.39238 -0.36807 0.66944
C -1.53677 -2.18709 -1.34380
O -0.46128 2.22428 -0.12771
O -0.66450 -2.55586 -0.32475
S -1.11616 -0.26777 1.42242
S 0.76039 -1.66984 -0.34180
I 3.20978 0.11312 -0.43961
H 2.28389 2.29912 1.90971
H 0.56388 1.67779 2.26594
H -2.58142 -2.69292 -1.31749
H -1.02982 -2.48516 -2.32477
H -1.75681 -1.08623 -1.35638
H 0.08304 2.83929 -0.72703
H -1.21901 1.97864 -0.58709
*
```

Entry 10:
# C4H7IS

One molecule with the formula C4H7IS (ωB97M-V with the def2-TZVPD basis set, the Open Molecules 2025 dataset).

Calculated values
energy relative to the best compared isomer or geometry (same formula, charge and spin) = 16.6 kcal per mole
highest occupied orbital energy = -8.783 eV
SMILES = C[C@H]1C[C@@H](I)S1
largest force on an atom = 4.0 eV/A

```
! wB97M-V def2-TZVPD RIJCOSX def2/J DEFGRID3
* xyz 0 1
C 0.22550 -0.85864 1.45932
C 0.20793 -0.84779 -0.07125
C -0.85378 0.15705 -0.65570
C 0.29608 1.13088 -1.36646
I 0.19586 3.08734 -0.46713
S 1.62982 0.05582 -0.77637
H 0.72226 0.05434 1.98973
H 0.72784 -1.64936 1.93119
H -0.81495 -0.92106 1.99921
H -0.02222 -1.71623 -0.56328
H -1.39760 -0.38349 -1.34446
H -1.38299 0.52983 0.26236
H 0.46625 1.36131 -2.39714
*
```

Entry 11:
# C4H7KO3

C4H7KO3 as an isolated structure (ωB97M-V with the def2-TZVPD basis set, the Open Molecules 2025 dataset).

Calculated values
energy relative to the best compared isomer or geometry (same formula, charge and spin) = 0.0 kcal per mole
highest occupied orbital energy = -7.132 eV
largest force on an atom = 1.5 eV/A

```
! wB97M-V def2-TZVPD RIJCOSX def2/J DEFGRID3
* xyz 0 1
O 2.90903 0.49570 -0.50266
C 2.76340 -0.54670 -0.95300
O -0.06026 -0.31456 -0.62995
C -0.73554 0.10559 -1.75072
C -2.00177 0.89707 -1.44010
O -1.66170 2.05048 -0.67700
C -2.76892 2.86084 -0.35095
K 0.36661 1.49247 0.75787
H -1.06396 -0.73157 -2.41016
H -0.10295 0.76074 -2.40120
H -2.71075 0.27755 -0.85964
H -2.49931 1.21251 -2.37627
H -2.41185 3.68070 0.28399
H -3.22894 3.28089 -1.26063
H -3.53142 2.28411 0.19894
*
```

Entry 12:
# C4H7LaO2

C4H7LaO2 as an isolated structure (ωB97M-V with the def2-TZVPD basis set, the Open Molecules 2025 dataset).

Calculated values
energy relative to the best compared isomer or geometry (same formula, charge and spin) = 73.8 kcal per mole
highest occupied orbital energy (alpha / beta) = -15.036 / -15.042 eV
largest force on an atom = 3.0 eV/A

```
! wB97M-V def2-TZVPD RIJCOSX def2/J DEFGRID3
* xyz 2 1
H 0.63698 2.61025 -0.52903
O -0.51393 2.45879 -0.04884
C -1.03378 1.36563 0.19591
C -0.60804 0.07563 -0.38464
C -0.18739 -0.93268 0.69520
C 0.75545 -1.96941 0.15421
O 1.95288 -1.78111 0.08284
La 2.67639 1.47945 -1.08881
H -1.84148 1.36878 0.94793
H 0.16678 0.25234 -1.14278
H -1.50632 -0.30252 -0.90965
H -1.07413 -1.49579 1.03521
H 0.27224 -0.45390 1.56796
H 0.30434 -2.67547 -0.57551
*
```